Computed, not measured: the molecule C4H7N3O, with ωB97M-V/def2-TZVPD.

```
15
Properties=species:S:1:pos:R:3:lowdin_charge:R:1
C 2.459 -0.096 0.036 -0.023
C 1.014 0.246 -0.010 -0.314
N 0.562 1.506 0.093 0.039
N -0.754 1.484 -0.348 0.034
C -1.184 0.243 -0.009 -0.315
N -2.524 -0.081 0.111 0.118
C -0.074 -0.623 -0.078 -0.242
O -0.061 -1.997 -0.050 0.043
H 2.938 0.173 -0.906 0.080
H 2.578 -1.163 0.209 0.074
H 2.955 0.454 0.833 0.079
H -1.297 2.331 -0.277 0.143
H -2.705 -0.863 0.725 0.097
H -3.133 0.706 0.284 0.088
H -0.772 -2.322 -0.613 0.102
```

Output
- LUMO energy: 0.657 eV
- HOMO-LUMO gap: 8.098 eV
- SMILES string: Cc1n[nH]c(N)c1O